Record 1
{
  "formula": "C35H42KO2PS4Si",
  "method": "wB97M-V/def2-TZVPD",
  "homo_ev": -2.4022,
  "homo_lumo_gap_ev": 5.847,
  "charge": -2,
  "total_energy_ev": -117903.25199,
  "max_force_ha_per_bohr": 0.013,
  "relative_energy_kj_mol": 22.46,
  "species": ["K", "C", "C", "S", "C", "C", "S", "C", "C", "S", "C", "C", "S", "H", "H", "H", "H", "H", "H", "H", "H", "H", "H", "H", "H", "H", "H", "H", "H", "O", "C", "O", "C", "P", "C", "C", "C", "C", "C", "C", "C", "C", "C", "C", "C", "C", "H", "H", "H", "H", "H", "H", "H", "H", "H", "H", "H", "H", "C", "C", "C", "C", "C", "C", "C", "C", "H", "H", "H", "H", "H", "C", "Si", "C", "C", "C", "C", "H", "H", "H", "H", "H", "H", "H", "H", "H"],
  "coordinates": [[0.773420, -1.068129, -0.589268], [-0.363291, -5.066336, -2.000442], [1.157146, -5.188184, -2.115214], [1.999542, -4.006392, -1.030136], [3.655773, -3.983803, -1.738824], [3.775394, -3.419401, -3.152934], [3.269097, -1.679751, -3.260964], [2.458211, -1.680180, -4.884032], [1.435814, -0.552740, -4.994876], [-0.004582, -0.649027, -3.906024], [-0.961003, -1.976769, -4.695336], [-0.686472, -3.388662, -4.174073], [-1.057116, -3.448706, -2.401138], [-0.695415, -5.224201, -0.973806], [-0.825164, -5.819591, -2.645794], [1.475215, -5.038492, -3.149944], [1.445684, -6.203913, -1.828846], [4.092553, -4.986007, -1.719890], [4.224820, -3.371208, -1.034800], [3.149581, -3.985740, -3.845079], [4.809042, -3.520979, -3.491616], [1.969268, -2.643950, -5.021098], [3.205870, -1.569245, -5.674138], [1.099946, -0.468737, -6.031882], [1.905980, 0.399168, -4.735942], [-0.805009, -1.918327, -5.775604], [-2.004470, -1.719909, -4.503260], [0.354517, -3.662447, -4.343948], [-1.312923, -4.104950, -4.714834], [4.643431, -1.361163, 1.949958], [3.604735, -0.760136, 1.642566], [2.555625, -1.224210, 1.107834], [3.594930, 0.781697, 1.826664], [2.030743, 1.389677, 1.075794], [0.858276, 1.079666, 2.473210], [0.977483, 1.811122, 3.656482], [0.136376, 1.584504, 4.735194], [-0.846888, 0.606714, 4.649230], [-0.974730, -0.130774, 3.482714], [-0.135473, 0.107566, 2.401220], [2.148829, 3.223324, 1.247564], [3.346687, 3.922766, 1.390609], [3.372098, 5.314712, 1.387111], [2.196270, 6.034173, 1.243039], [0.993496, 5.348570, 1.096060], [0.970977, 3.963938, 1.091306], [4.457662, 1.183054, 1.289102], [3.715118, 1.034726, 2.882424], [1.740434, 2.578677, 3.732694], [0.250913, 2.170631, 5.640576], [-1.510196, 0.416970, 5.485221], [-1.731086, -0.900322, 3.400096], [-0.293054, -0.503919, 1.524034], [4.274056, 3.378531, 1.518326], [4.316568, 5.835337, 1.503889], [2.213079, 7.118122, 1.241926], [0.066853, 5.898034, 0.971108], [0.036006, 3.433287, 0.937356], [-1.564866, -3.496551, 0.670902], [-2.250977, -3.343722, 1.686856], [-3.082035, -3.133934, 2.827576], [-2.919234, -3.875660, 4.009262], [-3.718416, -3.650993, 5.119268], [-4.709180, -2.676328, 5.094030], [-4.882529, -1.927684, 3.934795], [-4.087288, -2.150787, 2.823150], [-2.139092, -4.625618, 4.037862], [-3.560274, -4.237171, 6.018304], [-5.326955, -2.494971, 5.965746], [-5.640301, -1.152680, 3.900379], [-4.210845, -1.554583, 1.928250], [-3.950207, 3.965660, -1.970942], [-2.294042, 4.025515, -1.070018], [-2.637310, 4.724669, 0.648864], [-1.239257, 5.303787, -1.973626], [-1.495038, 2.436918, -0.997698], [-0.819522, 1.404255, -0.869106], [-4.428628, 4.949229, -2.016508], [-4.627956, 3.273883, -1.465340], [-3.808018, 3.601825, -2.991508], [-2.966598, 5.767848, 0.608247], [-1.737424, 4.669610, 1.266590], [-3.409253, 4.137051, 1.151220], [-1.654547, 6.313103, -1.885877], [-1.164933, 5.052391, -3.034858], [-0.225898, 5.306276, -1.565388]],
  "atomic_forces_ev_per_a": [[-0.49, -0.13, -0.39], [0.06, 0.01, -0.11], [0.02, 0.01, -0.01], [-0.10, -0.10, 0.13], [0.02, 0.08, 0.02], [0.00, 0.00, -0.01], [-0.04, 0.00, 0.00], [0.02, 0.00, 0.03], [0.04, 0.02, 0.06], [-0.02, 0.10, -0.15], [0.09, -0.08, 0.11], [0.05, 0.03, 0.02], [-0.12, 0.06, 0.08], [0.02, 0.07, 0.04], [-0.01, -0.03, 0.04], [-0.02, 0.02, 0.01], [0.00, -0.01, -0.03], [0.00, -0.01, -0.01], [0.00, -0.01, 0.01], [0.00, -0.01, 0.01], [0.00, -0.01, 0.00], [-0.01, -0.01, -0.02], [0.00, 0.01, -0.01], [-0.02, -0.01, -0.01], [0.00, 0.00, -0.01], [0.00, -0.02, -0.01], [-0.01, -0.01, 0.00], [0.05, 0.02, -0.04], [-0.02, -0.01, -0.05], [-0.03, -0.07, 0.14], [0.11, 0.05, -0.48], [0.47, -0.15, 0.37], [-0.06, 0.00, 0.08], [-0.09, 0.14, 0.04], [0.09, 0.07, 0.07], [-0.01, -0.01, 0.04], [-0.01, -0.01, -0.02], [0.02, 0.01, -0.02], [-0.04, 0.00, 0.00], [-0.02, -0.07, 0.08], [0.09, -0.02, -0.02], [-0.04, -0.01, 0.04], [-0.01, 0.00, 0.01], [0.00, -0.03, 0.00], [0.03, 0.03, 0.01], [-0.01, 0.01, -0.02], [-0.02, -0.02, 0.00], [-0.01, 0.03, 0.02], [0.00, -0.01, 0.00], [0.00, 0.00, 0.00], [0.00, 0.00, 0.00], [0.02, 0.01, 0.01], [0.02, 0.18, 0.12], [0.02, 0.00, -0.01], [0.00, -0.01, 0.00], [0.00, 0.00, 0.00], [0.04, 0.01, 0.00], [0.07, -0.01, 0.01], [0.11, -0.01, 0.04], [-0.05, -0.01, -0.07], [0.03, 0.01, -0.01], [0.00, -0.01, 0.02], [0.00, 0.00, -0.02], [0.01, 0.00, -0.01], [-0.01, -0.01, 0.01], [-0.01, -0.01, 0.00], [0.00, 0.00, 0.00], [0.00, 0.00, 0.00], [0.00, 0.00, 0.00], [0.00, 0.00, 0.00], [-0.01, 0.00, 0.00], [-0.05, -0.01, -0.02], [-0.03, 0.10, -0.02], [0.02, -0.02, 0.06], [0.05, 0.01, -0.03], [0.12, -0.10, 0.02], [-0.16, -0.06, -0.12], [0.00, 0.00, 0.00], [0.00, 0.00, 0.00], [-0.01, 0.00, 0.00], [-0.02, 0.00, 0.00], [-0.12, 0.02, 0.01], [0.00, -0.01, 0.00], [0.00, 0.00, -0.01], [0.00, -0.01, 0.00], [-0.02, 0.02, -0.01]],
  "lowdin_charge": [0.3730, -0.5569, -0.5294, 0.8494, -0.5406, -0.5396, 0.8722, -0.5447, -0.5585, 0.8388, -0.5425, -0.5505, 0.8089, 0.0213, 0.0708, 0.0472, 0.0726, 0.0738, 0.0760, 0.0503, 0.0672, 0.0473, 0.0700, 0.0687, 0.0689, 0.0704, 0.0655, 0.0399, 0.0726, -0.0566, -0.7591, -0.2421, -0.2753, 1.0523, -0.3330, -0.1059, -0.1077, -0.1004, -0.0567, -0.0775, -0.3684, -0.1054, -0.1190, -0.1197, -0.1022, -0.0998, 0.0693, 0.0824, 0.0991, 0.0868, 0.0910, 0.0845, 0.0454, 0.0829, 0.0863, 0.0853, 0.0859, 0.0682, -0.0608, -0.2509, -0.3137, -0.0610, -0.1239, -0.1401, -0.1176, -0.0664, 0.1034, 0.0852, 0.0788, 0.0889, 0.1126, -0.2136, 0.3345, -0.1953, -0.2020, -0.3532, -0.1850, 0.0122, 0.0182, 0.0163, 0.0186, -0.0030, 0.0243, 0.0149, 0.0173, 0.0087]
}

---

Record 2
{
  "formula": "C35H42N4O2S",
  "method": "wB97M-V/def2-TZVPD",
  "homo_ev": -6.9316,
  "homo_lumo_gap_ev": 7.024,
  "total_energy_ev": -57868.83900,
  "max_force_ha_per_bohr": 0.036,
  "smiles": "CCN1C(=O)C([C@@H](/C=C/c2cc3c4c(c2)CCCN4CCC3)c2cc3c4c(c2)CCCN4CCC3)C(=O)N(CC)C1=S",
  "species": ["C", "C", "N", "C", "C", "C", "C", "C", "C", "C", "C", "C", "C", "C", "C", "C", "C", "C", "N", "C", "C", "C", "C", "C", "C", "C", "C", "C", "C", "H", "H", "H", "H", "H", "H", "H", "H", "H", "H", "H", "H", "H", "H", "H", "H", "H", "H", "H", "H", "H", "H", "H", "H", "H", "H", "H", "H", "H", "H", "H", "C", "C", "N", "C", "O", "C", "C", "O", "N", "C", "C", "C", "S", "H", "H", "H", "H", "H", "H", "H", "H", "H", "H", "H"],
  "coordinates": [[4.738638, -2.958683, 3.897130], [6.011033, -2.295805, 4.386494], [5.962718, -0.852716, 4.343435], [7.276479, -0.254437, 4.365829], [7.260051, 1.189155, 4.824868], [6.175877, 1.992863, 4.118578], [4.871988, 1.284967, 4.051542], [4.812968, -0.125808, 4.223643], [3.547506, -0.768853, 4.220488], [2.396924, 0.012104, 4.064390], [2.455514, 1.390293, 3.793363], [1.208587, 2.261421, 3.529822], [-0.092511, 1.495595, 3.576388], [-1.246533, 1.995929, 4.057220], [-2.468465, 1.227193, 4.151426], [-2.474397, -0.180212, 4.266934], [-3.663357, -0.893636, 4.334234], [-4.910460, -0.198586, 4.289697], [-6.089508, -0.879416, 4.355082], [-6.174746, -2.322496, 4.393336], [-4.922769, -3.018425, 3.882354], [-3.659385, -2.384058, 4.450337], [-7.383580, -0.229924, 4.380356], [-7.330957, 1.216015, 4.844853], [-6.200972, 1.975649, 4.167461], [-4.911004, 1.222691, 4.186189], [-3.707952, 1.902529, 4.128258], [3.708640, 2.010757, 3.814044], [3.495350, -2.246598, 4.424928], [4.732360, -2.955232, 2.802284], [4.739011, -4.001368, 4.218489], [6.219189, -2.617644, 5.422607], [6.870701, -2.646736, 3.793469], [7.914093, -0.859590, 5.025276], [7.734301, -0.322238, 3.361389], [7.097588, 1.219715, 5.907062], [8.240338, 1.625131, 4.633297], [6.038262, 2.952713, 4.626767], [6.498120, 2.210177, 3.092924], [1.413540, -0.450768, 4.155074], [1.139950, 2.962922, 4.380790], [-0.062619, 0.511858, 3.100770], [-1.314414, 3.042989, 4.364201], [-1.524581, -0.722793, 4.301555], [-6.373452, -2.652566, 5.430735], [-7.048911, -2.634928, 3.802761], [-4.973494, -4.076424, 4.147577], [-4.896877, -2.966124, 2.788931], [-2.780709, -2.785134, 3.935437], [-3.559896, -2.669069, 5.507476], [-7.814574, -0.264941, 3.363007], [-8.057409, -0.817059, 5.023113], [-8.293938, 1.687429, 4.638388], [-7.189101, 1.239784, 5.929557], [-6.491369, 2.200516, 3.131944], [-6.059486, 2.938802, 4.666491], [-3.715398, 2.988384, 4.017477], [3.782347, 3.093998, 3.650590], [2.600147, -2.646010, 3.941892], [3.405041, -2.464443, 5.498438], [-2.301857, 3.547600, -0.561104], [-2.271078, 3.291169, 0.926306], [-0.967371, 3.702102, 1.562870], [0.118315, 2.860875, 1.297952], [0.112255, 2.059762, 0.373471], [1.318288, 3.020451, 2.209667], [1.599045, 4.503172, 2.350492], [2.702650, 4.926941, 2.702186], [0.588835, 5.395871, 1.996272], [0.900830, 6.870984, 1.991094], [0.941145, 7.456156, 0.599402], [-0.723971, 5.057737, 1.705750], [-1.875016, 6.189396, 1.287551], [-3.229592, 3.110768, -0.951426], [-2.322543, 4.626989, -0.779115], [-1.445617, 3.063741, -1.048237], [-3.026040, 3.907942, 1.431076], [-2.417760, 2.227856, 1.165208], [2.157663, 2.614542, 1.630486], [0.077684, 7.340535, 2.545636], [1.860502, 6.973994, 2.497051], [1.194719, 8.521222, 0.698750], [1.710304, 6.980440, -0.024317], [-0.037229, 7.405402, 0.090942]],
  "atomic_forces_ev_per_a": [[-0.09, 0.11, -0.34], [-0.03, -0.32, 0.46], [0.71, -0.42, 0.15], [0.21, 0.10, -0.35], [-0.06, 0.00, 0.27], [0.59, 0.30, -0.26], [-0.81, -0.62, 0.18], [-0.96, 0.62, -0.50], [0.32, 1.09, 0.05], [0.09, 0.44, -0.29], [-0.08, -0.13, 0.14], [-0.31, -0.55, 1.49], [-0.27, 0.07, 0.14], [1.22, -0.39, -0.38], [-1.12, -0.37, 0.05], [-0.30, 0.62, -0.17], [-0.44, 0.76, -0.20], [1.01, 0.65, -0.05], [-0.57, -0.38, 0.12], [0.05, -0.36, 0.38], [-0.05, 0.11, -0.30], [0.11, -0.42, 0.30], [-0.23, 0.15, -0.47], [0.05, -0.17, 0.33], [-0.39, 0.31, -0.25], [0.35, -0.73, 0.16], [0.64, -0.63, -0.01], [-0.03, -0.31, 0.10], [-0.18, -0.37, 0.33], [-0.07, 0.05, 0.05], [0.00, 0.00, -0.07], [-0.04, 0.02, -0.10], [-0.22, 0.14, 0.02], [-0.10, 0.15, -0.03], [-0.07, 0.04, 0.11], [-0.05, -0.01, -0.05], [0.03, 0.05, 0.06], [0.07, -0.05, -0.15], [0.10, 0.10, 0.07], [0.33, -0.13, -0.13], [0.17, 0.10, -0.48], [-0.23, 0.18, 0.25], [0.20, -0.21, 0.11], [-0.32, 0.17, 0.05], [0.02, 0.07, -0.17], [0.20, 0.07, 0.05], [0.00, 0.04, -0.03], [0.00, 0.07, 0.05], [-0.06, 0.01, 0.10], [-0.01, 0.02, -0.10], [-0.02, 0.00, 0.16], [0.19, 0.16, -0.08], [0.04, -0.01, 0.03], [0.05, -0.01, -0.03], [0.04, -0.03, 0.07], [-0.03, -0.03, -0.11], [-0.01, -0.18, 0.13], [-0.01, -0.45, 0.06], [0.03, -0.05, 0.08], [-0.04, 0.00, -0.07], [-0.14, 0.01, -0.50], [0.41, 0.25, 0.73], [-0.76, 0.15, -0.82], [0.44, -1.11, -0.87], [-0.21, 0.67, 1.41], [0.15, 0.89, -1.43], [1.64, 0.74, 0.46], [-1.59, -0.65, -0.44], [-0.20, 1.06, 0.18], [-0.39, -0.67, 0.31], [0.13, 0.34, -0.57], [0.00, -0.40, -0.92], [0.10, -0.31, 0.97], [0.19, 0.07, -0.05], [0.10, -0.52, 0.03], [-0.37, 0.21, 0.05], [0.12, -0.44, -0.09], [0.14, 0.38, -0.01], [-0.10, 0.15, 0.18], [0.48, -0.06, 0.06], [-0.25, 0.03, 0.01], [0.02, -0.23, -0.08], [-0.17, 0.10, 0.16], [0.64, -0.06, 0.26]],
  "lowdin_charge": [-0.1704, -0.1780, -0.0871, -0.1770, -0.1700, -0.1517, -0.1449, -0.1089, -0.1456, 0.0168, -0.1624, -0.1972, -0.0778, -0.0567, -0.2283, 0.0181, -0.1456, -0.1023, -0.0865, -0.1722, -0.1708, -0.1523, -0.1698, -0.1716, -0.1530, -0.1514, -0.0008, 0.0111, -0.1497, 0.1194, 0.1112, 0.1269, 0.1231, 0.1216, 0.1301, 0.1198, 0.1111, 0.1217, 0.1267, 0.1040, 0.1601, 0.1184, 0.1265, 0.1181, 0.1292, 0.1227, 0.1121, 0.1197, 0.1169, 0.1259, 0.1296, 0.1235, 0.1129, 0.1196, 0.1253, 0.1178, 0.1211, 0.1154, 0.1155, 0.1255, -0.1005, -0.2254, -0.0116, -0.3651, 0.1230, -0.0866, -0.3221, 0.0768, 0.0081, -0.2152, -0.1142, -0.6489, 0.7903, 0.0826, 0.0373, 0.0740, 0.0762, 0.1264, 0.1723, 0.0885, 0.1121, 0.0819, 0.0832, 0.0217]
}